Below is a 2-piece molecular cluster, C39H51O5S overall, with properties calculated with ωB97M-V/def2-TZVPD.

E_LUMO: 0.848 eV
HOMO energy: -1.71 eV
HOMO-LUMO gap: 0.0941 Ha
Spin multiplicity: 1
Charge: -1
Total energy: -2291.0321 a.u.

Positions of all 96 atoms, in Å:
C 5.93 -4.61 1.87
C 5.64 -3.70 0.66
C 4.15 -3.42 0.47
C 3.85 -2.32 -0.56
C 3.47 -0.98 0.07
C 4.66 -0.18 0.61
C 4.39 1.33 0.69
C 4.27 2.00 -0.67
C 3.61 3.39 -0.63
C 2.14 3.33 -0.17
C 1.13 3.29 -1.33
C -0.17 4.10 -1.10
C -1.39 3.19 -0.89
C -1.09 2.02 0.01
C -0.61 2.26 1.30
C -0.29 1.22 2.17
C -0.43 -0.12 1.81
C -0.04 -1.18 2.81
C -1.07 -2.28 3.14
C -2.55 -1.94 3.00
C -3.17 -1.10 4.10
C -2.52 -0.04 4.73
C -3.14 0.70 5.72
C -4.44 0.40 6.11
C -5.11 -0.64 5.49
C -4.48 -1.37 4.49
C -0.92 -0.37 0.52
C -1.24 0.68 -0.36
C -1.70 0.29 -1.73
O -1.31 0.86 -2.72
C -2.60 -0.91 -1.78
C -2.25 -1.95 -0.92
C -2.97 -3.14 -0.88
C -4.06 -3.29 -1.71
C -4.45 -2.25 -2.56
C -3.72 -1.07 -2.60
S -4.37 0.18 -3.71
C -5.07 1.37 -2.60
O -3.36 0.80 -4.50
O -5.49 -0.45 -4.38
C -1.09 -1.76 0.00
O -0.35 -2.68 0.30
H 5.10 -4.58 2.57
H 6.09 -5.64 1.56
H 6.83 -4.29 2.40
H 6.04 -4.15 -0.25
H 6.17 -2.75 0.80
H 3.75 -3.11 1.44
H 3.64 -4.36 0.21
H 3.05 -2.65 -1.22
H 4.75 -2.18 -1.17
H 2.77 -1.18 0.89
H 2.91 -0.40 -0.67
H 4.88 -0.55 1.61
H 5.55 -0.38 0.01
H 3.49 1.46 1.30
H 5.21 1.79 1.25
H 3.72 1.38 -1.38
H 5.28 2.10 -1.08
H 3.67 3.81 -1.64
H 4.21 4.04 0.01
H 1.93 4.18 0.48
H 2.01 2.41 0.40
H 1.63 3.69 -2.22
H 0.88 2.26 -1.58
H -0.04 4.73 -0.22
H -0.34 4.74 -1.96
H -2.19 3.77 -0.41
H -1.77 2.88 -1.86
H -0.48 3.28 1.62
H 0.08 1.47 3.15
H 0.87 -1.65 2.44
H 0.25 -0.68 3.74
H -0.86 -3.17 2.54
H -0.91 -2.57 4.18
H -3.10 -2.89 3.01
H -2.78 -1.48 2.04
H -1.51 0.23 4.45
H -2.61 1.52 6.19
H -4.91 1.00 6.88
H -6.12 -0.89 5.78
H -5.01 -2.18 4.01
H -2.67 -3.93 -0.21
H -4.63 -4.21 -1.71
H -5.32 -2.37 -3.19
H -6.08 1.02 -2.39
H -4.52 1.44 -1.66
H -5.12 2.32 -3.13
C -0.37 1.93 -5.75
C -0.16 2.38 -7.22
O 1.05 2.13 -7.71
H 0.35 2.43 -5.10
H -1.38 2.16 -5.39
H -0.22 0.85 -5.66
H -0.46 3.48 -7.22
H -1.02 1.91 -7.79

Löwdin population analysis, charges in e, atoms 1 to 6: -0.1118 -0.2693 -0.2222 -0.1952 -0.2085 -0.2129